1.
{
  "formula": "C25H70N3O19",
  "method": "wB97M-V/def2-TZVPD",
  "total_charge": -1,
  "multiplicity": 1,
  "gap_ha": 0.115,
  "elements": ["O", "H", "H", "O", "H", "H", "H", "H", "H", "H", "H", "H", "H", "H", "C", "O", "O", "H", "C", "C", "O", "H", "O", "O", "H", "H", "H", "H", "H", "C", "C", "H", "H", "H", "H", "H", "H", "H", "H", "H", "C", "H", "H", "C", "H", "H", "O", "H", "H", "H", "C", "N", "H", "O", "H", "H", "H", "H", "H", "C", "H", "H", "C", "H", "H", "C", "C", "O", "C", "O", "H", "O", "H", "C", "H", "C", "O", "H", "H", "H", "H", "C", "O", "H", "H", "C", "H", "C", "O", "N", "H", "H", "O", "O", "H", "H", "H", "C", "C", "C", "H", "O", "C", "H", "H", "H", "H", "O", "H", "H", "N", "H", "C", "H", "H", "C", "C"],
  "positions_angstrom": [[-2.565, -3.227, 5.343], [-6.737, -0.150, -1.898], [1.403, -3.184, -4.800], [4.022, -0.262, 2.449], [8.944, -2.052, -0.498], [-0.049, 5.910, -0.495], [-0.977, 0.877, -5.392], [-2.258, 1.338, 3.475], [-2.173, -6.615, 1.464], [1.357, 0.631, -1.565], [-6.403, 3.234, -2.046], [4.098, -0.215, 4.462], [-1.931, -5.829, 5.219], [3.490, -0.467, 1.678], [8.476, -1.625, -1.385], [-5.468, 3.151, 0.505], [-1.989, 3.812, 3.548], [-3.600, 2.351, 4.743], [-1.248, -3.749, 5.184], [6.949, -2.019, -1.242], [4.345, 5.063, -2.144], [5.466, 4.552, 0.036], [-1.542, 1.077, 0.308], [1.507, -1.026, -0.512], [-4.478, -1.553, -1.734], [-2.611, 1.839, 6.230], [-2.421, -4.194, 1.185], [6.772, -2.924, -1.823], [-5.520, -0.007, -3.479], [-5.450, 3.735, -1.873], [-1.401, -5.141, 4.560], [0.631, 0.327, -5.393], [5.836, 2.842, -0.437], [-1.803, -3.174, 2.455], [-0.669, -4.228, 1.687], [-0.644, -3.885, 6.081], [0.544, -5.535, -4.927], [5.189, -1.194, -1.284], [0.137, -0.366, -1.797], [2.657, -4.286, -5.430], [-1.890, 3.460, 4.941], [-2.364, -2.346, 5.019], [-0.797, 2.701, -3.773], [-3.601, -5.311, 3.158], [-0.613, -6.715, 2.112], [-5.508, 4.506, -2.641], [2.800, -2.927, 2.983], [2.562, -2.417, 2.206], [-0.847, 3.390, 5.252], [0.101, 2.060, -0.206], [0.693, 0.027, -0.946], [-0.077, 3.138, -4.331], [4.670, -2.596, 4.057], [0.140, -4.446, -3.171], [-1.895, -7.450, 3.071], [-0.730, -3.083, 4.494], [-0.707, 6.529, 1.553], [1.664, -5.771, -3.530], [-4.803, -0.818, 0.023], [0.847, 7.937, -0.772], [-0.430, -5.573, 4.321], [-3.894, -6.130, 3.815], [-5.479, -1.895, -1.470], [0.061, 4.136, -4.270], [4.000, 3.337, -3.523], [0.401, 2.459, -5.353], [0.019, 1.163, -5.732], [-6.048, -0.802, -3.580], [-1.708, -4.164, 2.009], [-4.437, 2.750, -2.193], [1.643, 7.941, -0.028], [1.237, 7.555, -2.119], [-3.967, -4.366, 3.559], [-1.653, -6.609, 2.421], [0.446, 8.951, -0.788], [5.087, 3.634, -0.413], [3.042, -3.754, -3.601], [1.948, 6.929, -1.964], [-4.562, 4.853, -0.198], [-7.399, -1.754, -2.387], [3.158, -2.407, 4.885], [-5.430, 4.221, -0.387], [-0.802, 7.250, 0.926], [-1.187, 7.108, -0.939], [-3.988, -5.365, 2.141], [-0.161, 1.023, 0.003], [-4.670, 2.667, 0.280], [1.062, -5.059, -4.095], [1.270, 2.936, -5.998], [-2.058, -5.252, 3.054], [-2.335, 4.327, 5.430], [4.238, 3.284, 0.173], [-2.121, 1.130, 4.403], [-5.487, -1.483, -0.082], [0.005, 1.045, -6.815], [-1.840, 3.019, 3.028], [0.256, 0.745, 0.971], [-0.274, 6.968, -0.360], [3.497, -0.723, 3.707], [4.569, 3.967, -1.813], [6.741, -2.086, -0.174], [9.056, -2.276, -2.561], [2.045, -4.033, -4.564], [-3.955, 2.630, -1.372], [8.388, -2.322, -3.249], [2.437, -0.474, 3.735], [-6.351, 4.802, -0.398], [6.049, -0.985, -1.655], [-5.403, -2.949, -1.737], [4.642, 2.048, -2.385], [4.488, 2.992, -2.709], [8.674, -0.554, -1.340], [-2.626, 2.130, 5.180], [0.530, -3.789, -2.591], [2.608, -3.500, -2.784], [3.644, -2.255, 3.921], [-6.504, -1.139, -2.293]]
}



2.
{
  "formula": "C37H96N4O12",
  "method": "wB97M-V/def2-TZVPD",
  "multiplicity": 1,
  "smiles": "COC[C@H](C)N.COCCNCCOC.COCCNCCOC.COCCNCCOC.CC(C)O.CC(C)O.CC(C)O.CC(C)O.CC(C)O",
  "gap_ha": 0.334,
  "elements": ["H", "C", "H", "C", "H", "H", "H", "H", "O", "H", "H", "H", "O", "C", "O", "H", "H", "H", "H", "H", "H", "H", "H", "H", "N", "H", "H", "C", "H", "H", "C", "C", "H", "C", "H", "C", "C", "H", "O", "H", "H", "H", "H", "H", "H", "H", "C", "H", "H", "H", "H", "H", "H", "H", "O", "C", "H", "H", "H", "H", "C", "H", "H", "C", "C", "H", "O", "H", "C", "C", "C", "C", "C", "C", "O", "H", "O", "H", "H", "H", "N", "H", "H", "O", "H", "H", "C", "C", "H", "H", "H", "H", "C", "C", "C", "C", "H", "C", "C", "H", "H", "H", "H", "H", "H", "O", "H", "H", "C", "N", "N", "H", "H", "H", "H", "H", "H", "H", "H", "O", "H", "H", "C", "H", "H", "C", "H", "C", "H", "H", "H", "H", "C", "H", "C", "H", "H", "O", "H", "H", "H", "C", "H", "C", "H", "H", "H", "H", "C"],
  "positions_angstrom": [[12.319, 13.963, 7.371], [12.956, 14.017, 10.179], [10.933, 15.642, 10.345], [19.876, 17.594, 15.789], [8.746, 17.001, 17.421], [20.712, 18.352, 17.543], [14.516, 19.315, 16.989], [15.453, 14.611, 18.306], [10.410, 12.279, 16.293], [13.765, 14.512, 17.874], [10.835, 15.973, 12.990], [15.346, 21.340, 14.169], [14.611, 12.708, 18.161], [13.495, 15.292, 9.480], [11.183, 18.936, 14.800], [11.514, 22.039, 13.521], [13.605, 16.125, 10.195], [21.765, 18.350, 16.017], [8.160, 15.186, 13.898], [16.073, 12.131, 12.979], [10.253, 12.797, 18.324], [15.142, 14.914, 13.072], [13.428, 14.293, 14.505], [12.870, 20.769, 13.544], [13.796, 15.585, 20.365], [16.190, 18.695, 13.685], [15.558, 18.651, 18.318], [9.710, 17.477, 17.446], [12.159, 13.620, 12.085], [15.207, 8.460, 13.206], [12.739, 14.952, 7.260], [13.683, 16.327, 13.759], [16.075, 21.745, 12.576], [11.907, 21.129, 14.002], [13.776, 14.804, 6.956], [10.886, 14.897, 11.097], [12.049, 11.168, 15.160], [20.737, 20.929, 17.774], [18.468, 12.729, 15.311], [11.069, 15.916, 16.875], [10.167, 20.350, 11.997], [14.613, 8.420, 11.564], [12.965, 15.712, 19.801], [9.915, 18.000, 16.482], [12.525, 9.862, 11.153], [19.048, 14.729, 13.687], [9.042, 14.635, 14.282], [12.089, 18.630, 14.637], [10.323, 14.050, 10.673], [15.073, 13.946, 20.584], [22.082, 21.088, 16.625], [20.477, 21.873, 16.381], [13.204, 12.304, 20.378], [10.996, 10.176, 13.115], [13.390, 9.449, 12.923], [14.531, 14.076, 18.505], [17.579, 11.324, 12.998], [11.935, 11.402, 17.359], [20.385, 16.608, 15.869], [13.595, 11.118, 11.725], [13.046, 13.379, 20.519], [12.403, 13.312, 9.497], [12.305, 12.921, 16.421], [10.860, 20.010, 13.937], [20.792, 18.596, 16.489], [15.257, 16.563, 12.339], [12.597, 15.739, 8.440], [10.172, 16.068, 19.329], [17.601, 13.121, 14.334], [16.906, 11.919, 13.630], [17.630, 16.672, 15.923], [10.192, 15.353, 12.365], [15.197, 12.493, 16.900], [15.429, 18.767, 17.237], [15.307, 17.531, 16.562], [16.199, 19.603, 12.247], [13.621, 17.649, 14.190], [19.779, 17.856, 14.710], [18.303, 18.477, 16.618], [12.667, 13.726, 21.492], [12.202, 14.362, 11.395], [12.242, 15.385, 15.077], [19.211, 12.276, 14.827], [10.998, 15.914, 18.889], [18.618, 20.233, 15.235], [13.886, 15.483, 15.752], [12.806, 10.448, 12.038], [16.342, 16.565, 16.717], [13.841, 13.489, 10.538], [14.468, 16.318, 20.022], [16.610, 16.526, 17.775], [17.530, 16.848, 14.847], [11.614, 11.043, 12.766], [10.629, 19.547, 12.532], [20.999, 20.990, 16.726], [10.034, 13.155, 17.311], [9.945, 20.370, 14.453], [17.354, 20.489, 13.739], [11.779, 11.954, 16.410], [14.570, 13.120, 16.208], [12.984, 16.344, 12.913], [9.572, 15.295, 14.950], [11.323, 10.363, 15.183], [15.275, 9.967, 12.207], [13.132, 16.901, 17.604], [9.863, 14.190, 13.183], [9.267, 15.885, 12.158], [18.875, 13.273, 12.671], [16.303, 21.534, 13.626], [18.659, 17.517, 16.496], [11.943, 11.937, 13.887], [18.322, 20.856, 13.284], [10.000, 18.653, 12.573], [12.165, 13.618, 19.882], [12.283, 18.059, 18.625], [8.751, 13.715, 14.795], [15.201, 11.408, 16.628], [16.558, 22.530, 14.062], [16.225, 12.829, 16.888], [17.640, 20.171, 15.149], [14.466, 15.172, 8.983], [18.017, 15.632, 16.011], [10.969, 16.652, 17.659], [12.214, 15.413, 6.434], [16.467, 11.153, 14.259], [15.096, 16.005, 13.265], [14.372, 17.841, 14.811], [14.177, 14.254, 20.036], [12.056, 21.335, 15.036], [16.228, 19.363, 16.807], [15.833, 16.236, 14.013], [12.243, 18.256, 16.840], [16.826, 19.198, 13.013], [17.555, 14.509, 12.638], [14.689, 9.066, 12.461], [10.997, 11.582, 12.066], [9.672, 18.205, 18.236], [20.352, 19.873, 16.098], [17.500, 18.492, 12.560], [10.593, 14.066, 17.222], [13.031, 10.623, 15.179], [12.215, 17.510, 17.651], [11.165, 12.617, 14.044], [13.282, 15.330, 14.845], [8.998, 13.493, 17.141], [11.593, 19.338, 12.093], [15.848, 15.643, 16.408], [16.875, 13.758, 14.829], [18.298, 13.999, 13.266]]
}



3.
{
  "formula": "C3H3NO3",
  "method": "wB97M-V/def2-TZVPD",
  "de_lowest_kj_mol": 316.30,
  "multiplicity": 1,
  "smiles": "Cc1noc(=O)o1",
  "gap_ha": 0.404,
  "elements": ["N", "H", "O", "C", "C", "O", "C", "H", "O", "H"],
  "positions_angstrom": [[0.655, 1.232, 0.102], [3.149, 0.488, -0.159], [-0.011, -0.938, -0.185], [-1.308, -0.091, -0.139], [0.962, -0.077, -0.097], [-2.328, -0.647, 0.234], [2.388, -0.422, 0.118], [2.715, -1.381, -0.555], [-0.857, 1.145, -0.093], [2.868, -0.676, 1.057]]
}



4.
{
  "formula": "C16H23O6SSiYb",
  "method": "wB97M-V/def2-TZVPD",
  "de_lowest_kj_mol": 90.51,
  "multiplicity": 2,
  "s2": 0.751,
  "gap_ha": [0.298, 0.287],
  "elements": ["O", "C", "H", "H", "H", "S", "C", "C", "C", "H", "C", "C", "C", "C", "O", "H", "H", "O", "C", "Yb", "Si", "H", "H", "C", "H", "C", "H", "H", "C", "O", "H", "H", "H", "H", "C", "H", "C", "H", "H", "H", "C", "O", "O", "H", "C", "H", "H", "H"],
  "positions_angstrom": [[2.580, -1.022, -1.567], [-0.372, 2.790, 1.945], [-5.597, 0.218, 0.947], [1.714, 1.770, -4.604], [3.512, -3.466, 4.026], [3.359, 0.572, 1.334], [1.566, 1.945, -2.411], [2.085, -0.648, -3.907], [-4.225, -2.313, -0.782], [1.758, -1.663, -4.165], [2.993, -0.767, -2.687], [2.739, -0.502, 2.588], [2.996, -2.531, 3.864], [1.990, -2.130, 4.731], [0.772, 2.481, -1.616], [-4.066, -0.086, 1.748], [-0.318, 3.755, 2.460], [0.882, 2.452, 1.357], [-0.742, -0.214, -0.369], [1.386, 0.682, -0.420], [-3.785, -0.454, -0.707], [1.573, 2.448, 2.047], [-5.472, 0.384, -2.404], [-4.522, 0.350, 0.864], [2.664, -0.227, -4.739], [3.372, -1.724, 2.809], [0.038, 1.887, -3.935], [1.696, -2.760, 5.557], [1.356, -0.917, 4.519], [2.693, 1.515, -2.054], [-3.813, -2.769, -1.678], [4.836, -0.759, -2.199], [-5.295, -2.507, -0.773], [-0.699, 2.015, 2.646], [-1.945, -0.294, -0.549], [4.167, -2.023, 2.142], [1.729, -0.108, 3.464], [-1.091, 2.848, 1.129], [-4.316, 1.416, 0.887], [-3.923, 0.061, -3.166], [1.048, 1.499, -3.778], [0.910, 0.083, -3.661], [4.270, -0.709, -2.992], [-3.788, -2.826, 0.069], [-4.396, 0.463, -2.273], [1.243, 0.847, 3.333], [0.583, -0.582, 5.198], [-4.144, 1.519, -2.227]]
}



5.
{
  "formula": "C3H6N2O",
  "method": "wB97M-V/def2-TZVPD",
  "de_lowest_kj_mol": 455.06,
  "multiplicity": 1,
  "smiles": "C1C[C@H]2ON2N1",
  "gap_ha": 0.388,
  "elements": ["H", "H", "C", "C", "H", "H", "H", "C", "O", "H", "N", "N"],
  "positions_angstrom": [[-1.173, 1.504, 0.347], [1.282, 1.781, -0.760], [0.812, 0.950, -0.334], [-0.824, -0.691, 0.306], [-1.072, 0.831, -1.301], [-0.693, -0.745, 1.354], [-1.720, -1.181, 0.097], [-0.662, 0.836, -0.226], [1.608, 0.501, 0.671], [0.746, -1.930, 0.512], [1.357, -0.483, -0.438], [0.339, -1.375, -0.228]]
}



6.
{
  "formula": "C38H37NO7S",
  "method": "wB97M-V/def2-TZVPD",
  "de_lowest_kj_mol": 0.00,
  "multiplicity": 1,
  "smiles": "O=C1c2ccccc2C(=O)c2ccccc21.O=C1c2ccccc2C(=O)c2ccccc21.COCCCCCCCCN(S)C(=O)O",
  "gap_ha": 0.288,
  "elements": ["C", "H", "C", "H", "H", "C", "C", "H", "C", "O", "H", "H", "C", "H", "C", "C", "H", "H", "H", "O", "H", "H", "C", "H", "H", "H", "C", "N", "C", "H", "C", "C", "O", "C", "H", "C", "C", "H", "O", "H", "H", "C", "C", "H", "C", "H", "H", "C", "C", "C", "C", "H", "H", "C", "O", "C", "C", "C", "H", "H", "C", "H", "C", "C", "S", "C", "C", "C", "H", "C", "O", "H", "H", "H", "C", "H", "C", "H", "C", "O", "H", "H", "C", "H"],
  "positions_angstrom": [[5.579, -1.398, -5.193], [7.051, 0.144, -5.069], [4.947, -0.996, -3.903], [2.406, -0.079, 4.542], [-4.660, 4.173, 2.918], [5.086, -2.473, -5.934], [-1.032, -0.709, -3.238], [1.776, -4.370, -4.322], [1.816, 0.821, 4.341], [-2.772, 0.932, 3.627], [1.808, 1.726, 1.248], [1.658, -1.935, -0.796], [-4.126, -4.642, 0.916], [-5.713, 2.473, 5.662], [0.059, 5.207, 3.889], [3.201, -1.469, -2.203], [0.220, 3.578, 1.670], [-1.673, 6.343, 4.370], [-1.651, 5.620, 1.861], [-3.289, -4.911, -1.752], [0.433, 5.813, 3.055], [-1.028, -2.039, -4.921], [-2.005, -1.574, -1.221], [-4.405, -5.544, 0.389], [-1.147, 0.376, -1.386], [-5.045, -5.219, 2.760], [-2.310, -2.768, -1.879], [-3.847, 2.869, 4.318], [1.035, 3.374, 2.377], [5.323, -3.682, -7.679], [5.712, -2.844, -7.118], [-1.956, -2.931, -3.212], [3.426, -4.134, -6.153], [3.269, -2.848, -4.182], [-2.715, 3.635, 1.192], [-2.658, 3.754, 2.278], [-3.989, 3.315, 2.910], [8.164, -0.512, -7.184], [-4.064, 0.862, 5.488], [-3.099, 1.020, 2.724], [-0.532, 0.089, -3.770], [-4.480, -4.455, 2.243], [0.635, 3.787, 3.792], [-3.078, -1.418, 2.765], [2.110, -2.189, -1.746], [0.462, 1.294, 2.294], [-4.366, -3.157, 3.954], [-3.618, 1.503, 4.538], [-1.316, -1.905, -3.887], [-3.381, -2.320, 2.250], [3.885, -3.233, -5.483], [7.309, -2.436, -8.481], [-0.071, 3.061, 4.210], [-4.104, -3.296, 2.914], [5.368, -0.054, -3.266], [-2.267, 5.196, 2.661], [2.169, -3.561, -3.721], [6.684, -0.691, -5.649], [0.447, 5.662, 4.806], [0.768, 0.537, 4.215], [-3.053, -2.488, 0.913], [1.541, 3.724, 4.403], [-3.028, -3.876, -1.180], [-2.340, -1.385, 0.216], [-4.983, 3.571, 5.416], [1.372, 1.894, 2.240], [-3.410, -3.660, 0.245], [1.593, -3.232, -2.507], [1.893, 3.973, 2.047], [-1.373, -0.544, -1.907], [2.330, 1.443, 3.181], [-4.469, 2.529, 2.315], [-1.849, 4.637, 4.726], [1.900, 1.481, 5.211], [-1.474, 5.340, 3.977], [3.611, -0.654, -1.624], [3.782, -1.793, -3.423], [0.733, -3.784, -2.151], [7.302, -1.063, -6.831], [-2.065, -0.352, 0.794], [-2.182, -3.866, -3.706], [-1.881, 3.083, 2.644], [6.819, -2.142, -7.562], [-3.179, 5.796, 2.737]]
}



7.
{
  "formula": "C5H13NSi",
  "method": "wB97M-V/def2-TZVPD",
  "de_lowest_kj_mol": 466.50,
  "multiplicity": 1,
  "gap_ha": 0.292,
  "elements": ["N", "H", "H", "H", "H", "H", "H", "H", "H", "C", "C", "H", "C", "Si", "H", "C", "C", "H", "H", "H"],
  "positions_angstrom": [[-1.143, -0.133, 0.309], [-2.100, -1.457, 1.528], [3.090, 0.879, 0.279], [1.395, 2.873, 1.282], [-2.744, 1.162, 0.514], [-0.485, -1.967, 1.208], [-0.378, 3.110, 1.272], [3.732, -0.965, 0.590], [-1.622, -2.207, -0.040], [-2.372, 0.444, -0.148], [-1.285, -1.561, 0.693], [1.407, -1.530, 0.601], [3.016, -0.180, 0.439], [0.286, 0.739, 0.606], [0.343, -1.702, -2.755], [1.669, -0.434, 0.519], [0.376, 2.466, 0.869], [-3.219, -0.256, -0.270], [-2.291, 0.850, -1.130], [-0.509, -1.386, -2.530]]
}



8.
{
  "formula": "C5H8O2",
  "method": "wB97M-V/def2-TZVPD",
  "de_lowest_kj_mol": 344.04,
  "multiplicity": 1,
  "gap_ha": 0.322,
  "elements": ["C", "H", "C", "O", "H", "H", "H", "H", "H", "H", "H", "C", "C", "O", "C"],
  "positions_angstrom": [[0.758, -0.143, -0.102], [2.502, -0.404, 0.930], [1.587, -1.000, 0.786], [-0.884, -1.143, -0.278], [1.905, -1.932, 0.304], [-0.961, 2.029, -1.167], [-0.636, -1.936, -0.785], [1.172, -1.217, 1.781], [-0.366, 0.841, 1.566], [0.687, 1.855, 0.556], [-2.123, 1.328, -0.020], [-1.134, 1.198, -0.478], [0.003, 0.996, 0.538], [-1.390, -0.368, -2.380], [-1.119, -0.106, -1.251]]
}